Computed, not measured: a molecular structure, C12H8N3O5S2V, with the ωB97M-V functional and the def2-TZVPD basis.

Results
* HOMO level (alpha / beta): -12.68 / -12.66 eV
* multiplicity: 2
* lowest unoccupied orbital energy (alpha / beta): -5.978 / -5.715 eV
* net charge: +1
* <S²>: 0.7988

Geometry as XYZ:
```
31
Properties=species:S:1:pos:R:3:forces:R:3
V -1.11516 -0.16874 1.18479 0.064 0.018 0.334
S -1.49130 -1.86505 2.63848 0.011 0.092 -0.052
C -0.06593 -1.79626 3.63658 0.036 -0.039 0.056
C 0.21697 -2.93330 4.45788 -0.032 0.039 -0.031
N 0.41903 -3.86004 5.10519 0.007 -0.006 -0.002
C 0.71328 -0.69410 3.64225 0.035 -0.014 0.075
S 0.30172 0.67818 2.64620 -0.088 0.027 -0.115
C 1.88516 -0.57673 4.45341 -0.031 -0.046 -0.054
N 2.83971 -0.47439 5.08381 -0.004 0.031 0.009
O -1.10433 1.57857 0.18288 -0.024 0.078 0.003
C -0.37210 1.89039 -0.77904 0.005 0.014 -0.023
C 0.48455 0.99587 -1.48586 -0.032 -0.055 0.037
C 1.22770 1.48633 -2.57057 0.012 0.046 -0.012
C 2.00638 0.61612 -3.28186 0.012 -0.044 0.048
C 2.07260 -0.73989 -2.96721 0.006 0.050 -0.027
C 1.34363 -1.23873 -1.90635 -0.025 -0.063 0.061
C 0.55458 -0.37648 -1.15594 0.145 0.069 0.044
O -0.13119 -0.85538 -0.11040 -0.140 -0.101 -0.261
N 2.79648 1.13148 -4.42072 -0.076 -0.034 -0.099
O 3.45950 0.32651 -5.03257 0.020 0.025 0.041
O 2.70228 2.31474 -4.65879 0.029 -0.002 0.033
H -0.41668 2.92861 -1.12057 0.002 0.004 0.007
H 1.19583 2.53198 -2.84854 -0.001 -0.002 -0.001
H 2.70319 -1.38451 -3.56391 0.000 -0.001 -0.002
H 1.38259 -2.28512 -1.63805 0.008 0.003 -0.011
C -4.07361 0.59952 0.40159 -0.057 0.071 -0.008
O -3.10354 0.24847 1.43273 0.092 -0.174 -0.082
H -4.93667 1.05356 0.87967 0.012 0.006 0.011
H -4.36266 -0.29219 -0.14938 0.008 -0.005 0.012
H -3.59311 1.32289 -0.24720 0.012 -0.002 -0.001
H -3.53891 -0.16232 2.19149 -0.005 0.015 0.010
```
Forces are in eV/Å.

Atom-resolved charges from Mulliken, all expressed in e: 0.845 -0.323 0.834 -0.180 -0.305 0.595 -0.106 -0.233 -0.312 -0.472 0.002 0.485 -0.616 -0.413 -0.347 -0.747 0.857 -0.606 1.025 -0.587 -0.588 0.465 0.543 0.520 0.487 -0.562 -0.383 0.317 0.320 0.191 0.297